# 1
62
Properties=species:S:1:pos:R:3 method="wB97M-V/def2-TZVPD" largest_force_ev_per_a=3.290 e_above_lowest_kj_mol=0.0 e_tot_ha=-2068.93054 charge=0 lumo_ev=0.00
C -3.6041 -0.3338 1.6687
C -2.8438 0.8173 1.4519
C -1.5100 0.7043 1.0505
C -0.9593 -0.5488 0.7392
C 0.4723 -0.6599 0.2799
B 1.2119 -2.0853 0.8405
O 2.5367 -2.2133 0.3019
C 2.9024 -3.4940 0.5917
C 4.0841 -4.1354 0.2989
C 4.2357 -5.4663 0.7427
C 3.1938 -6.1049 1.4198
C 1.9943 -5.4267 1.7383
C 1.8747 -4.1329 1.3034
O 0.8329 -3.2329 1.5065
C 1.3761 0.1796 1.1625
C 2.3097 1.0972 0.6802
C 3.1400 1.7624 1.5890
C 2.9470 1.6339 2.9708
C 2.0089 0.7149 3.4526
C 1.2970 -0.0652 2.5463
C -1.7387 -1.6916 0.9195
C -3.0329 -1.5838 1.4333
H -4.6316 -0.2422 2.0212
H -3.2894 1.8025 1.5942
H -0.8780 1.5967 0.9576
H 0.6501 -0.4969 -0.7845
H 4.8409 -3.6283 -0.2946
H 5.1748 -5.9936 0.5457
H 3.3135 -7.1501 1.7113
H 1.1668 -5.8875 2.2778
H 2.4074 1.2276 -0.3995
H 3.9308 2.4008 1.1981
H 3.5334 2.2266 3.6751
H 1.8338 0.5731 4.5227
H 0.6675 -0.8909 2.9051
H -1.3085 -2.6599 0.6614
H -3.5986 -2.4910 1.6366
C 1.1510 -1.0274 -4.7686
C 0.2131 -0.4033 -3.8075
C -0.9861 -0.9366 -3.3558
C -1.6881 -0.0733 -2.4729
C -1.0398 1.1392 -2.2677
C -1.5964 2.3341 -1.6647
C -0.7791 3.4587 -1.4347
C -1.3256 4.6319 -0.9485
C -2.6802 4.6558 -0.6299
C -3.2306 5.8847 0.0252
F -4.5862 5.9943 -0.1011
F -2.9488 5.8435 1.3733
F -2.6829 7.0327 -0.4816
C -3.5109 3.5525 -0.7975
C -2.9623 2.3856 -1.3065
S 0.4517 1.1889 -3.1961
H 0.6142 -1.6190 -5.5175
H 1.7197 -0.2540 -5.2889
H 1.8617 -1.6798 -4.2449
H -1.3178 -1.9354 -3.6287
H -2.6425 -0.3224 -2.0132
H 0.3002 3.4059 -1.6025
H -0.7222 5.5301 -0.8266
H -4.5711 3.5980 -0.5421
H -3.5827 1.4936 -1.4176


# 2
91
Properties=species:S:1:pos:R:3 method="wB97M-V/def2-TZVPD" largest_force_ev_per_a=1.480 e_tot_ha=-5076.36415 charge=-1 lumo_ev=2.65
Zn -0.2355 1.0655 0.3988
S 1.4508 0.2765 -1.8279
P 1.4038 -1.1160 -0.4214
C 0.0787 -0.8488 0.6509
P 0.1240 -1.3806 2.3178
S 0.3509 -0.0382 3.7296
C -1.5095 -2.1885 2.5656
C -1.7111 -3.3605 3.2864
C -2.9930 -3.8732 3.4427
C -4.0822 -3.2142 2.8957
C -3.8942 -2.0194 2.2128
C -2.6163 -1.5116 2.0532
C 1.2908 -2.7708 2.5352
C 1.0824 -3.9911 1.8961
C 1.9672 -5.0397 2.0979
C 3.0667 -4.8733 2.9284
C 3.2794 -3.6571 3.5618
C 2.3904 -2.6101 3.3712
C 1.1392 -2.6760 -1.3504
C 2.0700 -3.0959 -2.3007
C 1.7749 -4.1441 -3.1563
C 0.5350 -4.7688 -3.0892
C -0.4029 -4.3406 -2.1624
C -0.1057 -3.2915 -1.3024
C 3.0965 -1.2746 0.2707
C 3.6577 -0.0951 0.7584
C 4.9562 -0.0775 1.2357
C 5.7068 -1.2470 1.2380
C 5.1432 -2.4282 0.7835
C 3.8412 -2.4467 0.3018
H -0.8667 -3.8765 3.7258
H -3.1403 -4.7932 3.9962
H -5.0766 -3.6301 3.0061
H -4.7430 -1.4862 1.8020
H -2.4644 -0.5782 1.5270
H 0.2239 -4.1184 1.2497
H 1.7990 -5.9905 1.6057
H 3.7591 -5.6929 3.0808
H 4.1405 -3.5253 4.2056
H 2.5236 -1.6605 3.8742
H 3.0141 -2.5708 -2.3811
H 2.5032 -4.4653 -3.8915
H 0.2937 -5.5694 -3.7782
H -1.3753 -4.8167 -2.1177
H -0.8431 -2.9259 -0.5953
H 3.0627 0.8112 0.7536
H 5.3874 0.8478 1.5974
H 6.7298 -1.2344 1.5945
H 5.7203 -3.3453 0.8052
H 3.4042 -3.3767 -0.0370
C 1.8577 3.8180 -0.1794
C 1.0604 4.5945 -1.2307
C 0.2712 5.7181 -0.5486
C 0.2343 3.7443 -2.2059
C 0.5617 3.9202 -3.5470
C -0.0996 3.2484 -4.5550
C -1.1272 2.3892 -4.2244
C -1.5035 2.1652 -2.9027
C -2.6106 1.1248 -2.7293
C -3.8180 1.5306 -1.8811
C -2.0529 -0.2162 -2.2351
C -0.8110 2.8459 -1.8743
N -1.1074 2.5834 -0.5105
C -1.9584 3.4048 0.1602
C -2.6701 4.4909 -0.3966
C -3.5159 5.2696 0.3704
C -3.7156 5.0106 1.7212
C -3.0454 3.9400 2.3006
C -2.2059 3.1855 1.5227
F -1.5473 2.1266 2.0900
H 2.5692 4.4894 0.3093
H 2.4052 2.9964 -0.6352
H 1.2052 3.4168 0.5978
H 1.8029 5.0932 -1.8612
H -0.3781 5.3342 0.2311
H -0.3422 6.2630 -1.2686
H 0.9711 6.4211 -0.0892
H 1.3606 4.6058 -3.8075
H 0.1826 3.3938 -5.5906
H -1.6467 1.8588 -5.0148
H -2.9963 0.9550 -3.7396
H -3.5673 1.5798 -0.8264
H -4.6106 0.7873 -2.0013
H -4.2108 2.4996 -2.1915
H -1.8014 -0.1645 -1.1772
H -1.1457 -0.4918 -2.7750
H -2.7994 -1.0046 -2.3631
H -2.5287 4.7022 -1.4484
H -4.0306 6.1015 -0.0964
H -4.3808 5.6234 2.3142
H -3.1627 3.6794 3.3447


# 3
110
Properties=species:S:1:pos:R:3 method="wB97M-V/def2-TZVPD" largest_force_ev_per_a=4.429 e_above_lowest_kj_mol=506.1 e_tot_ha=-4736.07503 charge=0 lumo_ev=0.08
C 1.3210 2.4536 -7.0392
S 1.7681 3.6123 -8.3561
O 2.3553 2.7396 -9.4757
C 0.0323 3.8088 -8.9749
H 2.2004 1.9702 -6.6138
H 0.6051 1.7722 -7.4988
H 0.7783 2.9602 -6.2411
H -0.5510 4.3785 -8.2515
H -0.4543 2.8533 -9.1711
H -0.0043 4.3938 -9.8938
C 5.5263 2.0515 7.5595
S 5.2137 1.4316 9.2671
O 4.5965 0.0395 9.1797
C 6.9300 1.2393 9.9408
H 6.2131 2.8963 7.5069
H 4.6283 2.2074 6.9617
H 5.9952 1.2121 7.0460
H 7.3608 2.2100 9.6955
H 7.5266 0.5158 9.3851
H 7.1651 1.1206 10.9985
C -8.0496 6.1301 -2.9251
S -6.3008 6.2256 -3.6062
O -5.2747 5.3562 -2.8055
C -6.6358 5.1495 -5.1242
H -7.9743 6.3412 -1.8584
H -8.4219 5.1576 -3.2471
H -8.4753 6.9331 -3.5269
H -6.8231 4.1291 -4.7897
H -5.7617 5.2951 -5.7590
H -7.4880 5.5939 -5.6382
C -6.6526 -4.7483 3.4818
S -6.7501 -5.7765 5.0392
O -5.6608 -5.3525 6.0682
C -8.2769 -5.1857 5.8726
H -7.6889 -4.5821 3.1877
H -6.2054 -5.4024 2.7332
H -5.9876 -3.8881 3.4057
H -8.6341 -5.9193 6.5954
H -9.0272 -5.2963 5.0896
H -8.2137 -4.1569 6.2270
C 0.8973 -7.2291 7.1248
S 2.3079 -6.2279 7.7403
O 3.0270 -7.0425 8.7982
C 3.4519 -6.1999 6.2750
H 0.3460 -6.8757 6.2534
H 0.0488 -7.3345 7.8007
H 1.2948 -8.2218 6.9135
H 3.9130 -5.2589 5.9751
H 2.9233 -6.4536 5.3562
H 4.3185 -6.8550 6.3641
C -3.1672 5.2178 3.0979
S -2.9418 5.3124 4.9817
O -2.0134 6.4643 5.1416
C -4.6301 5.7962 5.4361
H -3.9732 4.5480 2.7982
H -2.2565 4.9706 2.5523
H -3.4755 6.2136 2.7792
H -5.3577 4.9867 5.4942
H -4.9679 6.7454 5.0203
H -4.6794 6.0269 6.5003
C 7.5758 6.1366 -1.0090
S 6.0086 5.4772 -1.3845
O 6.1240 4.5382 -2.5836
C 5.8503 4.3003 0.1117
H 7.9642 6.7189 -1.8446
H 8.3243 5.3624 -0.8401
H 7.5499 6.6798 -0.0644
H 5.8685 4.7958 1.0824
H 6.5587 3.4719 0.1135
H 4.8765 3.8111 0.1311
C -5.0873 -3.9993 -7.0897
O -5.8235 -4.7563 -7.6760
N -4.3730 -4.3532 -5.9411
C -3.7598 -3.3321 -5.0479
C -4.4386 -5.6701 -5.3364
H -4.9473 -2.9415 -7.3609
H -2.8628 -3.6714 -4.5300
H -4.4395 -3.3217 -4.1958
H -3.5914 -2.3186 -5.4121
H -4.3657 -6.3861 -6.1550
H -3.5751 -5.8223 -4.6888
H -5.2752 -5.9110 -4.6805
O -1.1954 -1.8439 1.0730
C -0.5121 -0.8876 1.3456
O 0.1933 -0.8894 2.3961
C 0.0437 -1.8359 3.4080
C -0.4359 -1.1608 4.6766
C -0.2508 0.3250 0.4246
H 1.0057 -2.2961 3.6335
H -0.5244 -2.7367 3.1760
H -1.4438 -0.7557 4.5860
H 0.3426 -0.4433 4.9359
H -0.5103 -1.8828 5.4897
H 0.0617 -0.0807 -0.5376
H 0.5439 0.9252 0.8675
H -1.1165 0.9861 0.3821
O 7.3379 -1.6929 -7.8122
C 6.1656 -2.0061 -7.5388
O 5.5812 -2.0031 -6.2876
C 6.1929 -1.3236 -5.2615
C 5.2657 -1.6441 -4.1088
C 5.2754 -2.5266 -8.6224
H 6.3530 -0.2759 -5.5162
H 7.1202 -1.8788 -5.1203
H 5.6160 -1.2762 -3.1444
H 5.2100 -2.7182 -3.9317
H 4.2585 -1.2498 -4.2434
H 5.8587 -2.9561 -9.4369
H 4.6668 -1.7172 -9.0255
H 4.7650 -3.4161 -8.2531